[1]
ORCA calculation (ωB97M-V with the def2-TZVPD basis set) on an isolated molecule of C3H2N4 at a distorted geometry.

Last column: natural (NBO) charge in e.
Atoms and positions in Å:
N: -2.8026 -0.6371 -1.1250  -0.26
C: -1.7233 -0.5987 -0.7094  0.26
C: -0.4099 -0.4399 -0.1823  -0.09
C: 0.0242 0.5116 0.6751  0.00
N: 1.4064 0.4118 0.6808  -0.42
N: 1.7469 -0.6454 -0.1513  0.00
N: 0.6921 -1.1630 -0.6280  -0.14
H: -0.4521 1.2670 1.2863  0.25
H: 1.5185 1.2937 0.1536  0.42

Summary:
electronic energy	-334.4576	Eh
orbital gap	10.70	eV
structure (SMILES)	N#Cc1c[nH]nn1
LUMO level	-0.093	eV

[2]
ORCA calculation (ωB97M-V with the def2-TZVPD basis set) on an isolated molecule of C3H2N4 at a distorted geometry.

Last column: natural (NBO) charge in e.
Atoms and positions in Å:
C: -2.4131 -0.0946 -0.2303  -0.15
C: -1.1995 -0.5616 0.1014  -0.03
C: 0.2192 -0.3636 0.1857  0.20
N: 1.1865 -1.3710 -0.0215  -0.24
N: 2.3907 -0.6950 -0.1442  -0.03
N: 2.0582 0.6323 -0.0761  -0.11
N: 0.7021 0.7605 -0.0492  -0.33
H: -3.4130 -0.1121 -0.0848  0.22
H: 0.4689 1.8051 0.3191  0.47

Summary:
electronic energy	-334.3391	Eh
orbital gap	9.53	eV
structure (SMILES)	C#Cc1nnn[nH]1
LUMO level	-0.406	eV

[3]
ORCA calculation (ωB97M-V with the def2-TZVPD basis set) on an isolated molecule of C3H2N4O at a distorted geometry.

Last column: natural (NBO) charge in e.
Atoms and positions in Å:
N: -3.3643 -0.2068 -0.0818  -0.21
C: -2.2303 -0.0351 0.0221  0.21
C: -0.8075 -0.0993 0.1047  0.22
N: -0.3002 -1.3202 0.0671  -0.20
N: 1.0838 -1.4519 0.0843  -0.34
C: 1.7842 -0.3500 0.0064  0.39
O: 1.3639 0.8965 -0.1496  -0.34
N: -0.0501 1.0531 0.3507  -0.31
H: 2.9034 -0.2883 -0.1723  0.20
H: -0.3830 1.8020 -0.2316  0.38

Summary:
electronic energy	-409.6320	Eh
orbital gap	8.64	eV
structure (SMILES)	N#CC1=NN=CON1
LUMO level	-0.925	eV

[4]
ORCA calculation (ωB97M-V with the def2-TZVPD basis set) on an isolated molecule of C3H2N4O at a distorted geometry.

Last column: natural (NBO) charge in e.
Atoms and positions in Å:
C: 1.8404 -0.2488 -0.0172  0.32
N: 1.1825 -1.3788 -0.0892  -0.40
C: -0.2240 -0.8462 0.1085  0.13
N: -1.5208 -1.3481 0.0897  -0.19
N: -2.2458 -0.2416 -0.1174  -0.01
N: -1.4299 0.8858 -0.0656  -0.38
C: -0.0967 0.4588 0.1618  0.31
O: 1.1430 0.9533 0.0129  -0.41
H: 2.9684 -0.1073 -0.1465  0.21
H: -1.6170 1.8729 0.0630  0.43

Summary:
electronic energy	-409.6750	Eh
orbital gap	10.39	eV
structure (SMILES)	c1nc2nn[nH]c2o1
LUMO level	0.496	eV

[5]
ORCA calculation (ωB97M-V with the def2-TZVPD basis set) on a cluster of 2 separate species, C3H2NO2P in total at a distorted geometry.

Last column: natural (NBO) charge in e.
Atoms and positions in Å:
C: 0.8345 0.7276 0.3761  0.39
C: -1.4440 -0.0030 0.0712  0.54
C: -0.1021 1.3781 0.8914  -0.53
N: 1.5619 0.0577 -0.3997  -0.83
O: -1.0411 -0.9848 -0.4382  -0.47
O: 1.6570 -1.9303 -1.9920  -1.02
P: 1.3548 -1.6735 -0.6142  1.46
H: -2.3682 0.5204 0.3747  0.21
H: -0.4529 1.9079 1.7307  0.25

Summary:
electronic energy	-661.9810	Eh
orbital gap	8.28	eV
LUMO level	-0.479	eV

[6]
ORCA calculation (ωB97M-V with the def2-TZVPD basis set) on a structure of composition C3H2NO2S at a distorted geometry.

Last column: natural (NBO) charge in e.
Atoms and positions in Å:
C: -0.2006 -1.3480 -1.5558  0.16
C: 0.0134 -0.1014 -1.0303  -0.25
C: 0.3246 -0.0761 0.9640  -0.58
N: -0.2592 -2.4076 -2.0225  -0.39
O: 0.4377 1.4183 3.0721  -0.98
O: 0.9183 2.4814 0.8613  -0.99
S: 1.0578 1.2794 1.7432  1.62
H: -0.2939 0.8035 -1.4335  0.20
H: 0.7263 -1.1680 1.0056  0.20

Summary:
charge	-1
electronic energy	-718.7996	Eh
orbital gap (alpha / beta)	7.27 / 6.41	eV
LUMO level (alpha / beta)	3.095 / 2.625	eV

[7]
ORCA calculation (ωB97M-V with the def2-TZVPD basis set) on a cluster of 2 separate species, C3H2NO2S in total at a distorted geometry.

Last column: natural (NBO) charge in e.
Atoms and positions in Å:
C: -0.6809 1.9938 0.8489  0.02
C: -1.1003 -0.7687 -0.7103  -0.56
C: -0.0501 -0.3102 -0.0545  -0.05
N: -0.5713 3.1538 0.9218  -0.62
O: 1.8939 -0.3646 1.5822  -0.95
O: 2.3094 -0.5972 -0.8323  -0.97
S: 1.5280 -1.0069 0.3371  1.65
H: -1.3156 -1.8967 -0.8410  0.24
H: -2.0131 -0.2033 -1.2519  0.26

Summary:
charge	-1
electronic energy	-718.8068	Eh
orbital gap (alpha / beta)	6.92 / 6.93	eV
LUMO level (alpha / beta)	2.008 / 2.016	eV

[8]
ORCA calculation (ωB97M-V with the def2-TZVPD basis set) on the ion C3H2NO2S with charge -1 at a distorted geometry.

Last column: natural (NBO) charge in e.
Atoms and positions in Å:
C: 1.5066 1.5515 -0.4223  0.27
C: 0.2268 1.0470 -0.2689  -0.45
C: 0.0477 -0.2880 0.3144  -0.26
N: 2.5949 1.9302 -0.5177  -0.40
O: -1.8994 -1.6568 1.5233  -1.03
O: -1.1300 -2.1908 -0.7765  -1.03
S: -1.6309 -1.1395 0.1599  1.49
H: -0.6359 1.6343 -0.5296  0.23
H: 0.9201 -0.8879 0.5174  0.19

Summary:
charge	-1
electronic energy	-718.9434	Eh
orbital gap	7.85	eV
LUMO level	3.755	eV

Q: Which relative energy (zero: lowest compared OMol25 entry of this formula, charge and spin) values were calculated for the entries above? A: 42.3; 116.7; 60.4; 33.4; 66.7; 130.8; 126.3; 40.6, in kcal per mole.